# 1
Density functional theory data (the ωB97M-V functional and the def2-TZVPD basis) for 3 unconnected molecules or ions with the total composition C32H54IN2O13P3SSi.

E_HOMO (eV): -8.1
ΔE to the lowest compared entry with this formula, charge and spin (kcal per mole): 0.00
Structure (SMILES): C=CC(=O)OCCCCCCc1cccc2c1N(I)c1ccc(P(=N)(O)O)c(CCO[Si](C)(C)C)c1S2.COP(=O)(OC)OC.COP(=O)(OC)OC
Frontier orbital gap (eV): 7.55

ORCA input file:
```
! RIJCOSX wB97M-V def2-TZVPD def2/J DEFGRID3
* xyz 0 1
C -4.090 -3.931 -2.893
C -2.969 -4.361 -2.221
C -1.617 -3.808 -2.513
O -1.111 -4.149 -3.537
O -0.993 -2.999 -1.644
C 0.434 -3.181 -1.590
C 1.005 -2.504 -0.359
C 2.426 -1.999 -0.633
C 3.222 -1.759 0.664
C 4.248 -0.620 0.512
C 4.078 0.549 1.526
C 3.259 1.681 0.974
C 3.628 2.320 -0.208
C 2.880 3.359 -0.747
C 1.725 3.805 -0.127
C 1.347 3.186 1.056
C 2.099 2.150 1.616
N 1.699 1.531 2.846
I 0.097 0.216 2.515
C 1.347 2.480 3.853
C 1.861 2.292 5.128
C 1.486 3.173 6.123
C 0.627 4.244 5.876
P 0.212 5.272 7.297
N 0.986 6.613 7.304
O 0.461 4.324 8.584
O -1.385 5.441 7.300
C 0.123 4.473 4.584
C -0.804 5.641 4.343
C -0.418 6.549 3.151
O 0.956 6.429 2.817
Si 1.507 7.554 1.716
C 1.716 9.262 2.486
C 3.151 7.076 0.961
C 0.313 7.806 0.277
C 0.502 3.561 3.596
S -0.101 3.700 1.932
H -4.578 -2.984 -2.676
H -4.570 -4.524 -3.668
H -3.028 -5.150 -1.475
H 0.703 -4.235 -1.623
H 0.884 -2.704 -2.463
H 0.384 -1.643 -0.121
H 1.016 -3.168 0.505
H 2.962 -2.676 -1.300
H 2.342 -1.049 -1.164
H 2.534 -1.611 1.494
H 3.779 -2.673 0.873
H 4.235 -0.227 -0.501
H 5.237 -1.028 0.718
H 3.606 0.124 2.407
H 5.057 0.894 1.859
H 4.532 2.005 -0.712
H 3.232 3.821 -1.660
H 1.134 4.616 -0.526
H 2.507 1.446 5.308
H 1.875 3.004 7.116
H 1.562 6.719 8.130
H 1.069 4.758 9.192
H -1.774 4.946 8.031
H -0.866 6.281 5.211
H -1.799 5.230 4.160
H -1.086 6.339 2.317
H -0.610 7.580 3.465
H 1.930 9.948 1.668
H 0.743 9.564 2.877
H 2.480 9.290 3.257
H 3.047 6.440 0.086
H 3.585 8.009 0.590
H 3.873 6.663 1.663
H 0.554 8.727 -0.253
H 0.347 6.976 -0.429
H -0.717 7.920 0.615
C 0.032 -1.486 -5.982
O 1.443 -1.406 -6.219
P 2.059 -2.188 -7.447
O 1.226 -2.236 -8.651
O 2.486 -3.614 -6.882
C 1.458 -4.542 -6.515
O 3.450 -1.466 -7.588
C 4.277 -1.847 -8.695
H -0.268 -0.590 -5.445
H -0.525 -1.544 -6.916
H -0.193 -2.356 -5.363
H 0.555 -4.390 -7.107
H 1.228 -4.431 -5.455
H 1.833 -5.547 -6.693
H 3.944 -1.335 -9.596
H 4.253 -2.925 -8.854
H 5.295 -1.545 -8.461
C -8.378 -6.965 1.021
O -6.983 -6.992 0.704
P -6.483 -7.867 -0.516
O -7.384 -7.918 -1.669
O -6.103 -9.291 0.087
C -7.150 -10.147 0.549
O -5.064 -7.236 -0.762
C -4.319 -7.709 -1.893
H -8.584 -6.024 1.523
H -8.987 -7.031 0.120
H -8.625 -7.785 1.696
H -8.078 -9.972 0.002
H -7.310 -9.981 1.615
H -6.838 -11.176 0.395
H -4.672 -7.214 -2.796
H -4.410 -8.789 -2.006
H -3.274 -7.459 -1.731
*
```

Mulliken atomic charge list, values in e, 2 entries: -0.66 -0.49



# 2
Density functional theory data (the ωB97M-V functional and the def2-TZVPD basis) for a molecular structure, C32H54N3OP2SW.

E_HOMO (alpha / beta) (eV): -16.4 / -16.8
<S²>: 2.3971
Frontier orbital gap (alpha / beta) (eV): 5.91 / 6.15

ORCA input file:
```
! RIJCOSX wB97M-V def2-TZVPD def2/J DEFGRID3
* xyz 3 3
C 1.176 2.383 1.210
C 0.498 1.886 -1.007
C 1.624 3.626 0.792
C 0.808 3.151 -1.430
C 1.379 4.059 -0.533
H 2.229 4.251 1.494
H 0.568 3.391 -2.457
H 1.600 5.083 -0.865
N 0.466 1.602 0.319
P 0.304 0.319 2.882
P -0.956 -0.323 -2.480
C 1.618 1.613 2.432
H 2.548 1.095 2.151
H 1.879 2.293 3.246
C -1.260 -2.107 0.354
O -1.753 -3.160 -0.027
C 0.600 0.829 -2.049
H 0.952 1.373 -3.022
C -0.103 -0.841 -4.139
C -2.862 -0.472 -2.964
C 1.136 -1.229 3.558
C -0.673 1.296 4.153
C 0.298 -2.273 -3.739
H -0.576 -2.903 -3.442
H 0.786 -2.737 -4.622
H 1.017 -2.251 -2.879
C -0.895 -0.705 -5.441
H -1.880 -1.155 -5.476
H -1.000 0.356 -5.710
H -0.303 -1.193 -6.232
C 1.166 -0.032 -4.524
H 1.649 -0.459 -5.437
H 0.896 1.012 -4.792
H 1.920 0.014 -3.710
C -3.047 -1.894 -3.494
H -2.717 -2.622 -2.746
H -4.108 -2.046 -3.714
H -2.499 -2.101 -4.412
C -3.655 -0.308 -1.669
H -3.333 -1.004 -0.884
H -3.566 0.705 -1.256
H -4.725 -0.496 -1.859
C -3.259 0.669 -3.902
H -2.831 0.588 -4.906
H -4.356 0.649 -4.018
H -2.969 1.647 -3.480
C -1.828 0.463 4.737
H -2.358 1.090 5.476
H -2.556 0.188 3.956
H -1.489 -0.454 5.240
C -1.276 2.571 3.560
H -0.543 3.241 3.101
H -2.044 2.367 2.818
H -1.780 3.127 4.366
C 0.278 1.764 5.269
H -0.230 2.525 5.876
H 0.566 0.957 5.943
H 1.195 2.222 4.890
C 2.424 -1.465 2.751
H 3.148 -0.625 2.853
H 2.925 -2.379 3.114
H 2.204 -1.615 1.672
C 0.180 -2.455 3.465
H -0.059 -2.772 2.424
H 0.678 -3.299 3.988
H -0.771 -2.245 4.005
C 1.475 -1.045 5.043
H 2.098 -0.161 5.230
H 0.558 -1.000 5.641
H 2.032 -1.927 5.390
W -0.439 -0.316 0.717
N 0.993 -0.878 -0.492
C 1.639 -0.342 -1.508
C 3.097 -1.034 -1.575
C 3.787 -0.819 -2.909
C 3.963 -0.486 -0.461
C 3.004 -2.529 -1.251
H 3.194 -1.260 -3.725
H 3.926 0.257 -3.123
H 4.796 -1.277 -2.964
H 3.502 -0.783 0.508
H 4.997 -0.944 -0.495
H 4.034 0.613 -0.469
H 4.018 -2.924 -1.082
H 2.459 -2.666 -0.305
H 2.487 -3.136 -2.016
S -4.797 0.335 2.099
C -4.296 1.816 1.334
C -3.007 1.721 0.836
N -2.402 0.456 1.150
C -3.241 -0.315 1.880
H -4.939 2.683 1.235
H -2.454 2.484 0.305
H -2.938 -1.311 2.229
*
```

Mulliken atomic charge list, values in e, 2 entries: -0.21 -0.05



no.,F_max (Eh/bohr)
1,0.045
2,0.203